Computed, not measured: a single C2H2N2O2S molecule at a distorted geometry, with wB97M-V/def2-TZVPD.

## Properties
Strongest force on any atom, eV/A: 2.063
HOMO (spin up / spin down), eV: -8.370 / -8.369
Relative energy (zero: lowest compared OMol25 entry of this formula, charge and spin), kcal per mole: 92.1
Multiplicity: 1

Each line ends with the natural charge from an NBO analysis.
Cartesian coordinates (Å):
C -1.19315 -1.24891 0.01606  0.0718
C -1.86322 -0.02046 0.15182  0.3071
N -0.91241 -2.37189 -0.07261  -0.2802
N 1.07959 -0.09627 0.12211  -1.0359
O -1.38328 1.06948 0.41669  -0.5512
O 0.68508 1.98369 -0.95349  -0.8971
S 0.53564 1.45626 0.36861  1.5470
H 1.37560 -0.22294 -0.83981  0.4233
H 1.67614 -0.54896 0.79062  0.4151

Atoms 1-3, force components in eV/Å:
C 0.91 -1.01 -0.14
C -1.79 -0.73 -0.03
N -0.34 0.07 -0.04